(1)
111
Properties=species:S:1:pos:R:3:forces:R:3:mulliken_charge:R:1 method="wB97M-V/def2-TZVPD" lumo_ev=0.0 e_tot_ev=-97660.286 max_force_ev_per_a=0.91 e_above_lowest_kj_mol=42.8 homo_energy_ev=-5.43
Cs -0.24179 -0.54367 -0.08577 -0.235 -0.635 -0.370 2.973
C -1.87497 2.77405 3.51076 -0.038 0.159 -0.034 -1.589
Si -0.81253 1.68202 2.32584 -0.172 0.641 0.470 -0.309
C 0.62022 2.90039 1.88966 0.224 0.006 -0.020 -0.025
C 0.33571 4.28037 1.79216 0.047 -0.162 0.009 -0.532
C 1.27832 5.20533 1.37723 -0.003 -0.056 0.012 -0.736
C 2.56808 4.79139 1.05117 -0.036 -0.020 0.006 -0.971
C 2.88362 3.44699 1.13615 -0.091 -0.078 0.045 0.036
C 1.92479 2.49737 1.52414 -0.087 0.150 0.040 0.521
P 2.36742 0.70871 1.59911 0.741 0.528 0.013 0.965
C 2.77101 0.29024 -0.14700 0.239 0.111 -0.071 -0.903
C 2.89927 1.18812 -1.20376 0.082 -0.155 -0.128 -0.340
C 3.26212 0.73710 -2.47099 0.046 -0.024 0.045 -0.581
C 3.48354 -0.61407 -2.69706 -0.012 0.043 0.027 -0.704
C 3.31822 -1.52452 -1.65918 0.011 0.018 0.009 -0.663
C 2.96071 -1.07169 -0.39732 0.219 -0.072 -0.110 -0.084
C 4.10589 0.84801 2.23365 -0.040 -0.096 0.188 -0.103
C 4.32422 1.58803 3.40075 -0.015 0.004 0.009 -0.103
C 5.58737 1.67717 3.96764 -0.021 -0.023 -0.055 -0.887
C 6.66591 1.02237 3.38256 -0.058 0.006 0.014 -0.526
C 6.46329 0.28284 2.22824 -0.050 0.013 -0.008 -0.777
C 5.19513 0.19486 1.66074 0.044 0.017 0.041 -0.301
C -0.01231 0.53793 3.67569 -0.154 -0.099 0.028 0.207
C 0.95748 0.94273 4.60554 -0.125 -0.109 -0.083 -0.453
C 1.49212 0.05431 5.52472 -0.034 -0.045 -0.053 -0.638
C 1.05243 -1.26974 5.55541 0.012 0.085 -0.013 -0.897
C 0.05678 -1.68591 4.68747 -0.005 0.057 -0.045 -0.274
C -0.47622 -0.79168 3.75339 0.064 0.221 -0.010 0.691
P -1.87980 -1.15056 2.62988 -0.410 -0.388 0.690 -0.106
C -1.97806 -2.98074 2.52745 -0.023 -0.060 -0.215 0.576
C -3.22827 -3.59066 2.36799 0.015 -0.144 0.067 -0.843
C -3.33569 -4.90858 1.94470 0.038 0.026 0.015 -0.712
C -2.19337 -5.64945 1.65600 -0.036 0.056 0.024 -0.471
C -0.94637 -5.05889 1.80607 0.062 0.078 0.085 -0.987
C -0.83935 -3.73755 2.23285 -0.007 -0.073 0.037 -0.293
C -3.32137 -0.77123 3.71376 0.036 -0.035 -0.103 -0.177
C -4.25388 0.15905 3.26946 -0.054 0.049 -0.061 -0.251
C -5.36151 0.48619 4.04650 0.057 -0.020 -0.027 -0.515
C -5.54210 -0.12022 5.27916 0.060 -0.050 0.024 -0.507
C -4.61382 -1.05345 5.73555 0.014 0.032 -0.067 -0.575
C -3.51102 -1.37428 4.95792 -0.009 0.013 0.031 -0.271
H -1.24866 3.44048 4.12033 -0.089 -0.091 -0.046 0.515
H -2.43466 2.12908 4.19685 0.037 0.048 -0.081 0.326
H -2.60890 3.39219 2.97571 0.121 -0.086 0.088 0.330
H -0.65473 4.63288 2.06589 0.068 -0.036 -0.023 0.380
H 1.01863 6.25775 1.32339 0.002 -0.052 0.008 0.433
H 3.31903 5.51110 0.74591 -0.024 -0.034 0.014 0.408
H 3.89474 3.12730 0.91017 0.009 -0.022 -0.007 0.555
H 2.72940 2.24391 -1.03983 -0.015 0.009 -0.003 0.452
H 3.37336 1.44446 -3.28571 -0.015 -0.072 0.084 0.594
H 3.77620 -0.95496 -3.68420 -0.016 0.003 0.035 0.310
H 3.46894 -2.58276 -1.83494 0.006 -0.005 0.032 0.496
H 2.85733 -1.78002 0.42180 -0.052 0.000 -0.050 0.355
H 3.49778 2.11994 3.85924 0.041 -0.037 -0.021 0.339
H 5.73054 2.26440 4.86755 -0.013 -0.024 -0.039 0.423
H 7.65430 1.09139 3.82186 -0.051 0.005 -0.016 0.372
H 7.29618 -0.22635 1.75660 -0.045 0.014 0.013 0.417
H 5.07049 -0.38184 0.75450 0.018 0.000 -0.006 0.266
H 1.29341 1.97763 4.59791 -0.002 -0.078 -0.015 0.646
H 2.25617 0.38282 6.22092 -0.025 -0.002 -0.007 0.432
H 1.47387 -1.96716 6.26959 -0.005 0.016 -0.013 0.422
H -0.30059 -2.70827 4.73712 -0.021 -0.002 -0.007 0.472
H -4.12801 -3.02425 2.58224 0.020 -0.022 -0.026 0.367
H -4.31577 -5.36172 1.83898 0.058 0.040 0.009 0.419
H -2.27648 -6.67958 1.32979 0.003 0.040 0.013 0.398
H -0.04763 -5.63052 1.60008 -0.034 0.045 0.003 0.418
H 0.14537 -3.29412 2.35344 -0.031 -0.011 -0.054 0.481
H -4.09505 0.64773 2.31315 -0.003 -0.013 0.039 0.294
H -6.07554 1.21997 3.69137 0.032 -0.027 0.003 0.382
H -6.40015 0.13540 5.88953 0.030 -0.016 -0.013 0.358
H -4.74960 -1.52652 6.70089 0.004 0.014 -0.029 0.395
H -2.78925 -2.09846 5.32088 -0.016 0.032 -0.017 0.305
N -3.31253 1.52202 -2.17656 -0.013 0.091 -0.237 -0.250
C -3.36470 1.37429 -3.55004 -0.006 0.043 0.256 0.623
C -4.45512 1.91670 -4.24968 -0.017 0.012 0.021 -0.655
C -4.51810 1.85330 -5.62433 0.010 -0.006 -0.037 -0.629
C -3.49501 1.24788 -6.35404 0.020 -0.011 0.063 -0.908
C -2.42244 0.71115 -5.66809 0.022 0.008 -0.041 -0.025
C -2.33496 0.75238 -4.27277 0.051 -0.103 0.005 -0.137
P -0.86567 0.06080 -3.40157 -0.303 0.285 -0.792 0.283
C 0.43589 1.08853 -4.20008 -0.100 0.046 0.098 0.924
C 0.65510 2.31910 -3.57776 -0.007 0.035 0.022 -1.040
C 1.54391 3.24146 -4.10964 -0.048 -0.019 -0.016 -0.511
C 2.24291 2.93728 -5.27066 -0.049 -0.065 -0.045 -0.640
C 2.03681 1.71251 -5.89544 -0.046 -0.023 0.055 -0.633
C 1.13212 0.79470 -5.36776 0.110 0.017 -0.022 -0.120
C -0.71903 -1.59740 -4.17060 0.066 0.031 0.038 0.572
C -1.84050 -2.29731 -4.60970 -0.042 -0.081 -0.060 -0.792
C -1.72849 -3.60898 -5.05923 0.005 0.063 0.048 -0.685
C -0.49299 -4.24170 -5.07756 0.000 0.010 -0.002 -0.601
C 0.63194 -3.55767 -4.62977 -0.010 0.085 0.002 -0.485
C 0.51505 -2.25075 -4.16852 0.012 -0.041 -0.083 -0.596
H -4.12646 1.85377 -1.69350 -0.059 -0.039 -0.009 0.232
H -2.69150 0.94805 -1.64143 0.091 -0.048 0.070 0.012
H -5.25174 2.39654 -3.68940 0.054 -0.029 -0.031 0.331
H -5.37090 2.28287 -6.13857 0.048 -0.027 0.037 0.393
H -3.53651 1.20224 -7.43474 0.004 0.001 0.044 0.417
H -1.61815 0.24327 -6.22828 -0.037 0.018 0.043 0.290
H 0.12518 2.55696 -2.65931 0.011 0.005 -0.029 0.379
H 1.70025 4.19023 -3.61108 -0.018 -0.019 -0.001 0.461
H 2.94329 3.65152 -5.68779 -0.027 -0.045 0.017 0.386
H 2.57448 1.47114 -6.80494 -0.016 0.003 0.035 0.427
H 0.98170 -0.15120 -5.87497 -0.023 -0.002 0.024 0.386
H -2.81001 -1.81429 -4.60715 0.016 -0.023 -0.010 0.442
H -2.61192 -4.13618 -5.39785 0.016 0.022 0.007 0.425
H -0.40603 -5.26068 -5.43652 -0.002 0.055 0.023 0.381
H 1.60034 -4.04383 -4.62991 -0.018 0.022 0.000 0.420
H 1.39050 -1.73808 -3.79183 0.053 0.016 -0.013 0.177
O -0.33238 -3.66814 -1.45186 0.016 0.096 0.108 -0.400
H -0.87279 -4.42070 -1.18876 -0.004 0.038 0.048 0.273
H -0.21351 -3.74239 -2.40749 -0.053 -0.031 0.041 0.253

=====

(2)
21
Properties=species:S:1:pos:R:3:forces:R:3:nbo_charge:R:1 method="wB97M-V/def2-TZVPD" lumo_ev=-0.5 e_tot_ev=-20776.772 max_force_ev_per_a=4.43 e_above_lowest_kj_mol=236.2 homo_energy_ev=-8.87
C 2.25020 0.49795 -0.01027 -0.428 0.596 0.197 -0.068
O 2.48461 0.44127 1.40669 0.367 -0.648 0.137 -0.741
C 0.82487 0.00119 -0.15025 -0.975 0.726 0.461 -0.088
C -0.07565 0.70806 -1.20278 2.761 -0.975 -0.360 -0.429
C -1.54337 0.58788 -0.95021 -0.742 -0.016 -0.476 -0.543
S -1.98240 1.12543 0.71865 0.119 4.158 -1.527 -0.036
N 0.71457 -1.46846 -0.21185 -0.027 0.334 0.968 -0.840
H 2.26515 1.56601 -0.24303 0.170 -0.086 -0.610 0.164
H 2.95272 -0.07079 -0.62050 0.244 -0.015 0.161 0.173
H 3.38156 0.68725 1.65344 0.034 -0.019 -0.355 0.472
H 0.44580 0.43668 0.78262 -0.280 -0.564 0.193 0.201
H 0.31462 1.73538 -1.20778 -0.711 0.082 -0.070 0.206
H 0.23690 0.26114 -2.15941 -0.525 0.192 -0.106 0.219
H -1.95795 -0.41760 -1.13425 0.418 0.198 0.256 0.223
H -2.10031 1.25318 -1.61982 0.134 -0.354 0.020 0.227
H -1.73236 2.84003 0.05218 -0.621 -3.615 1.998 0.126
H 1.33722 -1.82369 0.51999 0.248 0.034 -0.391 0.359
H -0.17182 -1.69921 0.24188 -0.209 -0.098 -0.445 0.367
H -2.82620 -2.34573 0.65558 0.054 -0.109 0.062 0.470
H -2.58979 -1.86163 2.07391 0.080 -0.031 0.045 0.475
O -2.22836 -2.45433 1.40523 -0.109 0.209 -0.158 -0.938

=====

(3)
50
Properties=species:S:1:pos:R:3:forces:R:3:nbo_charge:R:1 method="wB97M-V/def2-TZVPD" lumo_ev=0.1 smiles="O=C(CSc1nc2scc(-c3ccco3)c2c(=O)n1-c1ccccc1)N1CCOCC1" e_tot_ev=-57453.115 max_force_ev_per_a=1.15 homo_energy_ev=-7.72
O -1.46374 -0.06607 -1.98117 0.292 -0.214 -0.191 -0.643
C -2.33249 0.28308 -1.19975 -0.465 0.000 -0.021 0.675
C -3.22459 -0.75275 -0.53746 0.223 -0.293 0.179 -0.606
S -2.72312 -1.01095 1.21108 -0.107 0.028 -0.013 0.246
C -1.01229 -0.54778 1.00479 -0.742 0.350 0.407 0.336
N -0.71270 0.66815 1.29885 -0.474 0.133 0.291 -0.507
C 0.55674 1.03856 1.05044 0.711 -0.147 -0.216 0.037
S 1.08871 2.65336 1.34006 0.093 -0.476 -0.087 0.457
C 2.65186 2.24213 0.75677 -0.176 -0.186 -0.013 -0.413
C 2.78414 0.93902 0.35694 0.071 0.704 0.177 0.004
C 4.04881 0.46362 -0.15528 0.136 -1.083 -0.352 0.223
C 4.48982 -0.74030 -0.64338 -0.327 0.542 0.254 -0.271
C 5.84593 -0.55469 -0.98982 0.345 0.619 0.077 -0.315
C 6.13853 0.74048 -0.69211 0.431 -0.723 -0.344 0.100
O 5.06647 1.36750 -0.18874 -0.333 0.306 0.189 -0.408
C 1.55278 0.22099 0.52462 -0.349 0.431 0.197 -0.232
C 1.21178 -1.15609 0.24052 -0.007 0.007 0.098 0.670
O 1.92728 -2.04149 -0.16644 0.180 -0.067 -0.104 -0.596
N -0.14928 -1.45627 0.51462 0.447 -0.146 -0.091 -0.479
C -0.58438 -2.78042 0.19510 -0.108 -0.525 -0.143 0.231
C -0.87094 -3.67599 1.21349 0.157 0.041 -0.174 -0.226
C -1.29248 -4.95313 0.88978 0.007 -0.004 0.092 -0.209
C -1.41712 -5.32901 -0.43736 -0.035 -0.059 -0.030 -0.206
C -1.12305 -4.42779 -1.44701 -0.013 -0.012 -0.034 -0.197
C -0.70364 -3.14604 -1.13693 0.016 0.097 0.145 -0.231
N -2.53985 1.57039 -0.88224 -0.030 0.219 -0.210 -0.429
C -3.49192 2.06081 0.09607 -0.280 0.242 0.209 -0.261
C -3.00395 3.40765 0.62406 -0.085 -0.214 0.176 -0.073
O -2.91340 4.38918 -0.38782 -0.034 0.142 0.035 -0.529
C -2.52176 3.87134 -1.64549 0.101 -0.121 -0.256 -0.075
C -1.71778 2.58527 -1.52033 0.110 0.197 -0.181 -0.257
H -3.10704 -1.70092 -1.06356 -0.034 0.210 -0.072 0.255
H -4.27128 -0.45767 -0.51402 -0.046 0.028 0.026 0.243
H 3.41607 2.99284 0.73536 0.192 0.098 -0.029 0.250
H 3.91538 -1.63659 -0.73737 -0.165 -0.070 0.031 0.268
H 6.50815 -1.28728 -1.40316 0.194 -0.097 -0.086 0.228
H 7.03912 1.31473 -0.78771 0.062 0.153 0.028 0.201
H -0.76762 -3.37019 2.24407 0.021 0.032 0.083 0.221
H -1.51981 -5.65521 1.67742 -0.025 -0.068 0.064 0.217
H -1.74304 -6.32815 -0.68490 -0.028 -0.086 -0.019 0.215
H -1.21968 -4.72058 -2.48153 -0.004 -0.032 -0.088 0.217
H -0.48117 -2.42400 -1.90794 0.022 0.066 -0.038 0.252
H -4.48176 2.17933 -0.36445 0.026 0.021 0.113 0.192
H -3.56391 1.36756 0.93543 -0.008 0.092 -0.070 0.238
H -2.02834 3.26436 1.11021 -0.129 -0.003 -0.023 0.177
H -3.70706 3.79882 1.36274 0.076 -0.127 -0.006 0.201
H -1.92433 4.64614 -2.13298 -0.049 -0.126 -0.023 0.198
H -3.41553 3.68326 -2.25989 0.123 0.027 0.032 0.166
H -1.41993 2.21261 -2.50268 0.006 0.119 0.116 0.246
H -0.81152 2.76428 -0.93036 0.009 -0.027 -0.105 0.202